[1]
# C8H10

C8H10 in the gas phase at a distorted geometry (ωB97M-V/def2-TZVPD, the OMol25 dataset).

```
18
Properties=species:S:1:pos:R:3:lowdin_charge:R:1
C 0.706 -0.022 1.572 -0.20
C 0.244 1.424 1.746 0.04
C -0.350 -0.839 1.989 -0.04
C -1.024 0.456 1.361 -0.11
C 1.158 0.003 0.213 -0.15
C -0.069 1.049 0.333 -0.45
C 1.064 -1.286 -0.770 0.00
C -0.453 1.711 -0.944 -0.02
H -0.485 -1.718 1.324 0.11
H -0.732 -1.146 2.955 0.13
H -2.021 0.757 1.559 0.12
H 2.058 0.555 0.166 0.13
H -0.037 -1.432 -0.921 0.10
H 1.613 -2.078 -0.470 0.02
H 1.448 -0.974 -1.741 0.07
H -0.571 2.811 -0.974 0.09
H -1.473 1.336 -1.189 0.10
H 0.338 1.419 -1.622 0.07
```

Results
- gap between HOMO and LUMO (Eh) = 0.3059
- relative energy (zero: lowest compared OMol25 entry of this formula, charge and spin) (eV) = 7.888
- DFT total energy (eV) = -8450.381
- molecular weight (g mol⁻¹) = 106.17

---

[2]
# C17H28BrN7NiS4Sb

A molecular structure, C17H28BrN7NiS4Sb (ωB97M-V/def2-TZVPD, the OMol25 dataset).

```
59
Properties=species:S:1:pos:R:3:mulliken_spin:R:1
Ni 0.838 -0.310 0.520 1.70
S 4.962 -0.043 2.930 0.00
Sb 3.261 -1.228 2.008 0.00
S 2.945 -0.566 -0.330 0.08
S 1.132 -0.454 2.801 0.14
S 3.376 -3.497 2.127 0.00
C -0.700 -1.455 -2.239 0.01
N -1.793 -1.709 -1.330 0.00
C -2.954 -2.418 -1.827 0.00
C -4.049 -2.054 -0.818 0.00
N -3.474 -0.947 -0.066 0.00
C -4.046 -0.660 1.239 0.00
C -2.130 -0.820 -0.352 0.00
N -1.264 -0.028 0.167 0.00
C -1.666 1.118 0.968 0.01
C -0.925 2.343 0.481 0.00
N 0.498 2.076 0.372 0.03
C 1.250 2.967 -0.163 0.00
N 0.849 4.151 -0.836 0.00
C -0.109 5.052 -0.196 0.00
C 2.064 4.846 -1.283 0.00
C 3.180 3.814 -1.107 0.00
N 2.607 2.843 -0.211 0.00
C 3.343 2.428 0.986 0.00
H -1.011 -0.770 -3.038 0.00
H -0.379 -2.399 -2.682 0.00
H 0.168 -1.038 -1.729 0.01
H -2.771 -3.494 -1.853 0.00
H -3.199 -2.092 -2.845 0.00
H -4.258 -2.892 -0.145 0.00
H -4.983 -1.765 -1.302 0.00
H -4.651 -1.516 1.542 0.00
H -4.686 0.225 1.230 0.00
H -3.263 -0.523 1.980 0.00
H -1.425 0.938 2.020 0.00
H -2.734 1.336 0.885 0.00
H -1.145 3.138 1.200 0.00
H -1.337 2.652 -0.491 0.00
H -1.145 4.796 -0.401 0.00
H 0.065 6.049 -0.600 0.00
H 0.033 5.100 0.890 0.00
H 2.240 5.736 -0.669 0.00
H 1.966 5.169 -2.321 0.00
H 4.083 4.242 -0.668 0.00
H 3.456 3.366 -2.065 0.00
H 4.192 1.800 0.736 0.00
H 3.672 3.317 1.535 0.00
H 2.700 1.834 1.626 0.00
Br -1.555 -2.997 2.220 0.00
C -0.219 -3.707 1.060 0.00
C -0.007 -5.075 1.120 0.00
C 0.911 -5.617 0.239 0.00
C 1.571 -4.776 -0.640 0.00
C 1.311 -3.421 -0.569 0.00
N 0.411 -2.883 0.262 0.02
H -0.536 -5.672 1.848 0.00
H 1.128 -6.677 0.263 0.00
H 2.326 -5.134 -1.324 0.00
H 1.875 -2.700 -1.152 0.00
```

Results
- <S²> = 2.008
- 2S+1 = 3
- gap between HOMO and LUMO (alpha / beta) (Eh) = 0.2153 / 0.2150
- net charge = -1
- DFT total energy (eV) = -189482.212
- molecular weight (g mol⁻¹) = 719.09

---

[3]
# C5H3NO

A molecular structure, C5H3NO at a distorted geometry (ωB97M-V/def2-TZVPD, the OMol25 dataset).

```
10
Properties=species:S:1:pos:R:3:lowdin_charge:R:1
N 3.111 -0.761 -0.028 0.13
C 2.040 -0.309 -0.022 -0.22
C 0.695 0.129 -0.004 -0.20
C 0.096 1.452 0.235 -0.24
O -1.113 1.647 0.247 0.00
C -1.636 -0.941 -0.116 0.18
C -0.427 -0.655 -0.170 -0.10
H 0.783 2.296 0.392 0.13
H -2.697 -0.935 -0.249 0.11
H -0.852 -1.923 -0.286 0.21
```

Results
- gap between HOMO and LUMO (Eh) = 0.3048
- relative energy (zero: lowest compared OMol25 entry of this formula, charge and spin) (eV) = 4.316
- DFT total energy (eV) = -8765.690
- molecular weight (g mol⁻¹) = 93.08